DFT (wB97M-V/def2-TZVPD) results for a 2-piece molecular cluster, C4H13N3O overall in a non-equilibrium geometry.

Positions of all 21 atoms, in Å:
H (-3.35, 1.36, 1.28)
C (-2.38, 0.10, -1.23)
H (-0.65, -1.34, 0.12)
H (-1.88, 1.90, 0.54)
H (-2.06, 0.63, 2.13)
C (2.55, -0.22, -0.02)
N (3.64, -0.91, 0.31)
N (-2.51, -0.09, 0.17)
C (1.33, -1.01, 0.08)
H (3.64, -1.81, 0.59)
N (2.57, 1.04, -0.41)
H (4.54, -0.39, 0.32)
H (3.40, 1.49, -0.35)
C (-2.36, 1.01, 1.04)
H (1.62, 1.47, -0.64)
H (-1.38, -0.22, -1.55)
H (-3.05, -0.65, -1.77)
O (0.09, -0.69, -0.19)
H (-2.96, -0.80, 0.59)
H (-2.38, 1.19, -1.48)
H (1.59, -2.07, 0.48)

The calculated total energy comes out at -10856.307 eV. Its spin multiplicity is 3. Its expectation value of S² is 2.0083. The value obtained for the HOMO-LUMO gap (alpha / beta) is 9.366 / 7.449 eV. As for the energy above the lowest of the compared OMol25 structures with the same formula, charge and spin: 0.0000 eV. As for the net charge: +2. As for the HOMO energy (alpha / beta): -16.1691 / -18.3463 eV.

---

DFT (wB97M-V/def2-TZVPD) results for a 2-piece molecular cluster, C4H13N3O2 overall.

Positions of all 22 atoms, in Å:
H (1.13, -2.75, -0.35)
H (0.18, 3.33, -0.03)
H (-1.39, 1.66, -0.74)
H (-1.38, -3.36, 0.01)
C (-1.52, -2.27, -0.07)
H (1.56, 0.79, -1.04)
O (-1.30, -0.60, 2.15)
C (1.30, 1.85, -1.12)
N (0.86, -1.77, -0.36)
H (0.74, -1.48, -1.34)
O (0.89, -0.29, 1.76)
N (-0.80, 1.43, 0.04)
H (2.21, 2.44, -1.12)
H (1.50, -0.54, 1.04)
H (-2.32, -1.97, 0.60)
C (-0.32, -0.78, 1.47)
H (-1.79, -2.02, -1.09)
H (0.79, 2.00, -2.07)
C (0.40, 2.25, 0.04)
N (-0.34, -1.57, 0.34)
H (0.92, 2.08, 0.99)
H (-1.33, 1.56, 0.89)

The calculated total energy comes out at -12923.960 eV. Its spin multiplicity is 1. The value obtained for the HOMO-LUMO gap is 9.763 eV. As for the structure (SMILES): CN(N)C(=O)O.CCN. As for the energy above the lowest of the compared OMol25 structures with the same formula, charge and spin: 0.8208 eV. As for the HOMO energy: -9.0446 eV.